Computed, not measured: a structure of composition C26H35N9S2V, with ωB97M-V/def2-TZVPD.

Geometry (Å):
V 0.215 -1.349 0.788
C 0.158 -3.039 3.302
C -0.560 -3.849 2.244
N -1.244 -2.914 1.318
C -2.497 -2.339 1.863
C -2.332 -0.878 2.206
C -3.305 -0.133 2.808
C -3.101 1.237 3.054
C -1.868 1.778 2.673
C -0.915 0.995 2.077
C 0.412 1.492 1.579
N 1.337 0.355 1.427
C 2.162 0.037 2.612
C 1.464 -0.974 3.490
N 1.082 -2.112 2.645
N -1.131 -0.344 1.804
H 0.663 -3.694 4.020
H -0.566 -2.438 3.860
H -1.278 -4.538 2.700
H 0.158 -4.416 1.651
H -1.440 -3.419 0.459
H -2.808 -2.907 2.745
H -3.289 -2.472 1.122
H -4.236 -0.612 3.090
H -3.860 1.842 3.526
H -1.646 2.825 2.848
H 0.819 2.254 2.251
H 0.302 1.955 0.593
H 2.010 0.459 0.646
H 2.410 0.946 3.167
H 3.085 -0.390 2.212
H 0.543 -0.562 3.909
H 2.108 -1.275 4.323
H 1.895 -2.604 2.277
C 5.192 -2.223 -1.953
C 3.908 -2.019 -1.167
S 3.892 -0.563 -0.186
C 2.969 -2.977 -1.266
C 3.193 -4.209 -2.112
S 1.379 -3.013 -0.453
H 5.842 -1.361 -1.837
H 4.995 -2.368 -3.020
H 5.733 -3.108 -1.606
H 3.414 -3.952 -3.152
H 2.314 -4.849 -2.108
H 4.039 -4.799 -1.745
C 1.210 0.380 -2.313
C -0.231 0.187 -2.015
N -0.724 -0.508 -1.008
C -2.099 -0.478 -1.142
C -2.437 0.240 -2.236
N -1.244 0.659 -2.788
C -1.135 1.586 -3.893
N -1.797 2.823 -3.585
N -3.011 3.091 -4.126
N -3.489 4.149 -3.602
C -2.592 4.614 -2.661
C -2.658 5.719 -1.806
C -1.602 5.910 -0.949
C -0.496 5.031 -0.933
C -0.416 3.943 -1.769
C -1.496 3.756 -2.637
H 1.817 -0.320 -1.735
H 1.557 1.382 -2.053
H 1.426 0.211 -3.369
H -2.753 -0.948 -0.430
H -3.387 0.509 -2.662
H -1.619 1.186 -4.782
H -0.080 1.760 -4.097
H -3.509 6.385 -1.827
H -1.609 6.750 -0.267
H 0.314 5.226 -0.241
H 0.438 3.279 -1.757

Values from the calculation:
- F_max: 1.99 eV Å⁻¹
- E_tot: -3244.9283 Eh
- Kohn-Sham gap (spin up / spin down): 0.18994 / 0.19760 Eh
- Multiplicity: 2
- Energy above the lowest of the compared OMol25 structures with the same formula, charge and spin: 17.2 kcal/mol